Entry 1:
The following is a DFT calculation (ωB97M-V/def2-TZVPD) of a structure of composition C23H24CdN9O7P2Sb in a non-equilibrium geometry.

Calculated values
ΔE to the lowest compared entry with this formula, charge and spin ... 44.7 kJ/mol
Kohn-Sham gap ... 7.5340 eV
Net charge ... -2

Atoms and positions in Å:
H (2.192, -2.007, -0.084)
Sb (-0.949, 0.246, -0.036)
H (1.581, -0.712, 1.773)
N (1.921, 0.527, -6.490)
H (-4.107, -0.203, 0.485)
C (-2.559, -3.767, 2.379)
H (-5.248, 1.122, 0.194)
C (-2.249, -2.379, 0.449)
C (-4.140, 2.595, 2.026)
H (-2.394, -2.234, -0.620)
H (-3.784, 0.957, -0.790)
H (-0.229, -1.097, 4.324)
N (2.788, 1.327, -5.805)
C (2.713, 0.898, -4.565)
C (3.019, 0.861, 1.916)
N (4.848, 0.291, -0.578)
H (-0.504, 3.270, -0.357)
P (-1.006, -2.899, -2.791)
C (-3.491, 3.395, 2.960)
C (2.551, 2.817, 0.607)
H (4.182, 2.097, -3.871)
C (1.826, 0.301, 1.478)
H (-4.061, 4.069, 3.591)
C (3.378, 2.127, 1.490)
P (1.285, -3.675, -1.144)
O (1.256, -2.267, -0.264)
C (-4.192, 0.854, 0.218)
O (2.093, -3.339, -2.411)
H (-1.756, -2.988, 4.211)
H (-2.922, -4.678, 2.841)
H (3.674, 0.299, 2.573)
N (3.090, -0.103, -1.744)
H (-3.293, -4.251, 0.409)
C (-1.542, -1.432, 1.200)
C (0.960, 1.004, 0.639)
O (1.681, -4.822, -0.321)
H (-1.583, 3.943, 3.792)
O (-0.172, -3.425, -4.066)
H (0.951, 4.022, -1.032)
H (4.314, 2.569, 1.813)
N (1.853, -0.109, -4.436)
C (-0.810, -0.613, 3.534)
C (-1.894, -2.816, 3.145)
N (4.892, 1.127, -1.649)
H (-5.222, 2.652, 1.933)
H (2.851, 3.794, 0.240)
H (-1.617, -0.043, 4.009)
C (-1.398, -1.634, 2.589)
C (-3.433, 1.716, 1.204)
C (1.344, 2.274, 0.169)
H (-0.179, 0.103, 3.020)
Cd (1.441, -1.241, -2.612)
O (-2.422, -3.271, -2.929)
H (0.326, 2.518, -1.723)
N (3.467, 1.480, -3.530)
C (-2.758, -3.537, 1.025)
C (-1.391, 2.462, 2.244)
H (-0.307, 2.430, 2.333)
O (-0.286, -3.768, -1.566)
C (-2.028, 1.634, 1.313)
N (1.368, -0.324, -5.695)
O (-0.668, -1.434, -2.485)
C (-2.106, 3.328, 3.069)
C (0.480, 3.068, -0.791)
N (3.792, -0.442, -0.634)
H (0.780, -3.504, -3.839)
C (3.802, 0.840, -2.336)

Atoms 1-2, force components in eV/Å:
H -0.48 -0.01 0.05
Sb -0.36 0.59 0.57

Atomic partial charges in e from the natural (NBO) method, atoms 1 to 2: atom 1 (H): 0.525, atom 2 (Sb): 1.215

---

Entry 2:
The following is a DFT calculation (ωB97M-V/def2-TZVPD) of a structure of composition C42H40As2BaF2N2O3S3 in a non-equilibrium geometry.

Calculated values
ΔE to the lowest compared entry with this formula, charge and spin ... 323.9 kJ/mol
Kohn-Sham gap ... 7.1843 eV

Atoms and positions in Å:
H (3.673, -1.433, 0.042)
H (-4.072, -3.377, -0.302)
C (4.749, 2.851, 2.661)
H (-1.970, -5.390, -3.261)
C (4.384, 1.266, 0.883)
C (3.007, 1.331, 1.090)
H (6.318, 1.971, 1.483)
C (1.275, 5.201, -0.072)
O (-4.575, 0.780, 0.371)
C (0.282, 2.626, -4.685)
C (-0.282, -6.803, -0.678)
C (-4.158, 3.823, -0.065)
C (-1.063, 1.953, -2.921)
C (-0.953, -3.736, 3.016)
C (-3.779, 3.705, 1.230)
H (-1.914, -3.556, 2.555)
H (-1.842, 1.361, -2.429)
C (0.011, -5.659, 0.055)
H (2.982, 3.541, 3.674)
H (-1.466, -3.358, -1.948)
H (0.755, 2.709, -5.661)
C (-1.868, 3.473, -0.349)
As (0.046, -2.762, 0.519)
C (-0.901, -4.218, 4.316)
H (3.628, 0.452, -5.430)
H (2.407, 7.075, 0.386)
C (-0.695, 1.763, -4.292)
H (4.788, 0.621, 0.118)
C (1.853, -0.477, -2.692)
H (-2.776, -2.567, 0.304)
C (1.504, -4.145, 4.247)
C (5.250, 2.026, 1.659)
H (-6.465, -0.100, 0.387)
H (-1.135, 1.012, -4.941)
H (1.921, 4.444, 0.370)
C (-1.412, -5.469, -2.332)
C (3.379, 2.907, 2.890)
H (5.425, 3.447, 3.263)
C (-0.404, -4.412, -0.402)
Ba (-1.065, 1.027, 0.452)
As (1.736, 0.230, 0.100)
C (-0.992, -6.711, -1.873)
H (-1.823, -4.420, 4.852)
C (-1.716, -0.322, 2.828)
O (-2.782, 0.024, -0.636)
C (3.785, 1.344, -3.478)
H (4.519, 2.080, -3.786)
C (1.449, -3.666, 2.939)
C (2.673, -1.483, 0.456)
C (0.121, 4.874, -0.707)
C (2.407, 0.386, -1.739)
C (0.329, -4.422, 4.937)
C (-5.843, 0.553, 0.999)
H (0.371, -4.788, 5.958)
C (2.514, 2.151, 2.109)
C (3.280, 0.437, -4.401)
H (0.558, -5.742, 0.987)
H (1.906, -2.776, -1.117)
H (1.862, -1.146, -4.732)
H (-4.396, 3.741, 2.119)
H (-3.134, 3.759, -2.058)
S (-0.675, 6.284, -1.292)
H (2.397, -3.641, 0.306)
H (0.483, 8.392, -0.846)
C (0.222, -3.463, 2.317)
H (2.771, -1.504, 1.538)
H (-5.693, 0.133, 1.994)
S (-2.078, 3.452, 1.366)
H (1.450, 2.216, 2.286)
C (-0.398, 3.427, -0.851)
H (1.054, -1.148, -2.417)
H (-1.220, -7.608, -2.442)
H (-1.312, -0.920, 3.644)
H (-5.182, 3.988, -0.379)
H (3.715, 2.067, -1.464)
C (0.557, 7.318, -0.704)
C (3.344, 1.327, -2.158)
C (1.925, -2.728, -0.036)
C (-3.047, 3.682, -0.979)
C (-0.364, 2.969, -2.322)
H (2.467, -4.299, 4.724)
C (1.536, 6.615, -0.072)
H (-6.308, 1.528, 1.086)
C (-1.120, -4.322, -1.596)
C (2.296, -0.463, -4.009)
H (-4.896, -1.615, 0.908)
H (0.044, -7.773, -0.313)
O (0.343, 2.575, -0.045)
H (2.374, -3.458, 2.415)
F (-2.844, -1.202, 2.342)
N (-4.381, -1.474, 0.056)
S (0.728, 3.679, -3.423)
F (-2.449, 0.720, 3.521)
N (-3.544, -2.522, -0.346)
C (-3.860, -0.240, -0.078)

Atoms 1-2, force components in eV/Å:
H 0.21 -0.03 -0.13
H -0.14 -0.22 -0.07

Atomic partial charges in e from the Mulliken method, atoms 1 to 2: atom 1 (H): 0.622, atom 2 (H): 0.271

---

Entry 3:
The following is a DFT calculation (ωB97M-V/def2-TZVPD) of a cluster of 2 separate species, C2H7O5P2 in total in a non-equilibrium geometry.

Calculated values
ΔE to the lowest compared entry with this formula, charge and spin ... 24.3 kJ/mol
Kohn-Sham gap ... 7.5561 eV
Net charge ... -1

Atoms and positions in Å:
C (0.744, 0.902, 0.502)
H (-3.323, 0.052, -1.792)
O (-3.594, -2.075, 0.730)
H (0.898, -1.422, 0.091)
H (-0.010, -0.870, 1.557)
H (-0.569, -0.638, 0.093)
H (1.715, 1.189, 0.889)
C (0.328, -0.617, 0.599)
O (-3.075, 1.881, 1.618)
O (-3.189, -0.912, -1.486)
P (-3.817, -0.797, 0.002)
O (-2.231, 1.751, -0.741)
P (-2.509, 0.998, 0.515)
H (-0.020, 1.214, -1.240)
H (-0.134, 1.429, 1.036)
O (0.824, 1.336, -0.845)

Atoms 1-2, force components in eV/Å:
C -1.42 -0.81 -0.15
H 0.69 -1.76 0.06

Atomic partial charges in e from the natural (NBO) method, atoms 1 to 2: atom 1 (C): -0.055, atom 2 (H): 0.506

---

Entry 4:
The following is a DFT calculation (ωB97M-V/def2-TZVPD) of the ion C3H3OS with charge +1 in a non-equilibrium geometry.

Calculated values
ΔE to the lowest compared entry with this formula, charge and spin ... 339.9 kJ/mol
Kohn-Sham gap (spin up / spin down) ... 6.6804 / 6.5235 eV
Net charge ... +1

Atoms and positions in Å:
H (-1.974, -0.227, 0.942)
H (0.118, 0.884, 1.476)
C (-1.203, -0.306, 0.207)
H (1.073, 1.065, -0.879)
S (-1.586, -1.194, -1.222)
C (0.085, 0.203, 0.527)
O (2.179, -0.567, -0.664)
C (1.308, 0.142, -0.387)

Atoms 1-2, force components in eV/Å:
H -0.62 0.20 0.40
H 0.23 -1.23 -1.87

Atomic partial charges in e from the natural (NBO) method, atoms 1 to 2: atom 1 (H): 0.287, atom 2 (H): 0.296

---

Entry 5:
The following is a DFT calculation (ωB97M-V/def2-TZVPD) of a structure of composition C37H41N10SiTc in a non-equilibrium geometry.

Calculated values
Multiplicity ... 2
Kohn-Sham gap (spin up / spin down) ... 4.6112 / 4.3452 eV
Net charge ... +3

Atoms and positions in Å:
C (1.801, -1.083, -2.752)
H (-1.853, 1.243, -2.335)
C (1.514, -1.683, 5.125)
C (1.144, -0.236, -3.774)
H (2.116, 3.221, 0.026)
H (0.622, 1.862, -8.400)
H (1.386, -3.373, 3.835)
H (-0.254, 2.200, -2.482)
C (-3.456, -1.701, -2.482)
C (2.672, -0.284, -1.829)
H (4.617, 0.574, -1.598)
C (2.560, -2.071, -3.594)
H (-2.243, 1.775, -5.104)
N (3.039, 0.861, 0.057)
H (-1.294, 2.755, 1.107)
C (2.616, 2.485, 4.222)
N (0.809, 4.825, 0.047)
C (-1.222, 2.919, 0.027)
H (0.977, -5.474, 0.305)
C (4.028, -0.138, -2.156)
C (0.988, -2.290, 1.464)
C (-1.115, -0.509, -7.092)
H (-1.925, 2.704, -6.564)
N (0.029, 4.227, -2.128)
H (1.965, -2.803, -4.123)
H (4.591, 2.745, 3.658)
H (1.409, 0.207, 6.142)
C (-3.213, -0.354, -2.684)
C (-1.450, 2.228, -5.704)
C (1.093, 3.447, 0.326)
H (-1.584, -0.168, -8.016)
Si (-0.220, 0.936, -6.290)
H (0.761, 2.299, 3.158)
C (0.950, 5.092, -1.386)
H (-0.419, -1.310, -7.342)
N (0.220, -1.703, 0.514)
N (0.162, 2.497, -0.405)
H (1.398, 2.667, -2.105)
N (-1.209, -0.462, -1.364)
H (-0.770, 6.193, 0.227)
C (1.312, 0.428, 4.027)
N (2.143, 0.250, -0.697)
H (5.655, -0.796, -3.350)
N (1.329, -0.192, 2.819)
Tc (0.224, 0.289, 0.053)
H (-0.823, -4.470, -1.101)
C (-2.535, -2.432, -1.749)
C (3.673, 1.662, 2.101)
C (3.885, -1.975, -3.771)
H (-2.702, -3.483, -1.561)
H (0.618, 2.222, 4.915)
H (-2.042, 3.884, -2.254)
N (1.401, 0.584, 1.658)
C (0.350, 2.851, -1.857)
H (-1.577, 5.560, -1.932)
C (1.411, -0.308, 5.191)
H (1.616, -2.278, 6.022)
C (-2.079, 0.210, -2.131)
H (-0.669, 4.995, 1.530)
C (3.651, 2.291, 3.369)
C (1.319, -3.640, 1.362)
C (0.713, -4.430, 0.403)
H (-0.967, 3.011, -5.119)
H (-1.896, -0.910, -6.443)
H (1.585, 2.469, -7.050)
H (2.054, -4.077, 2.021)
H (-4.343, -2.172, -2.884)
H (-1.968, 2.295, -0.468)
C (1.308, -1.560, 2.718)
H (1.844, 0.825, -7.659)
H (0.976, 3.276, 1.398)
H (4.608, 1.757, 1.561)
C (-1.436, -1.792, -1.200)
H (1.974, 4.893, -1.704)
H (2.797, 3.074, 5.114)
C (1.229, 1.922, 4.065)
C (0.614, 0.291, -4.724)
H (-3.897, 0.266, -3.246)
C (-0.266, -3.868, -0.398)
C (1.423, -2.297, 3.886)
H (0.712, 6.135, -1.586)
C (1.090, 1.585, -7.454)
C (4.608, -0.935, -3.111)
C (-0.558, 5.150, 0.455)
N (-1.506, 4.297, -0.267)
C (-1.344, 4.521, -1.706)
H (4.416, -2.660, -4.418)
C (2.690, 1.040, 1.321)
H (1.018, -1.588, -2.184)
C (-0.477, -2.501, -0.333)

Atoms 1-2, force components in eV/Å:
C 0.06 -0.09 0.12
H -0.02 0.08 0.10

Atomic partial charges in e from the Mulliken method, atoms 1 to 2: atom 1 (C): 2.683, atom 2 (H): 0.978

---

Entry 6:
The following is a DFT calculation (ωB97M-V/def2-TZVPD) of a cluster of 3 separate species, H2N2S in total in a non-equilibrium geometry.

Calculated values
ΔE to the lowest compared entry with this formula, charge and spin ... 167.3 kJ/mol
Kohn-Sham gap ... 8.8711 eV

Atoms and positions in Å:
N (-0.273, -0.792, -0.123)
N (-1.020, 0.230, -0.063)
H (1.875, 1.146, -0.011)
S (-1.994, -0.955, 0.622)
H (1.412, 0.371, -0.426)

Atoms 1-2, force components in eV/Å:
N -3.84 4.08 0.50
N 4.43 -2.54 -1.22

Atomic partial charges in e from the natural (NBO) method, atoms 1 to 2: atom 1 (N): -0.078, atom 2 (N): -0.165

---

Entry 7:
The following is a DFT calculation (ωB97M-V/def2-TZVPD) of an isolated molecule of C6H15IO2Si in a non-equilibrium geometry.

Calculated values
ΔE to the lowest compared entry with this formula, charge and spin ... 356.4 kJ/mol
Kohn-Sham gap ... 7.0499 eV

Atoms and positions in Å:
C (1.387, 1.984, -2.291)
H (0.595, -2.722, -1.326)
H (-0.235, -1.486, 1.354)
H (-1.211, 1.152, 2.590)
H (0.765, 2.805, -2.665)
H (0.315, -1.351, -2.394)
H (2.052, -0.590, -0.565)
C (0.753, -1.464, 1.026)
H (1.006, -2.571, 0.975)
H (-0.876, -1.584, -1.222)
H (-0.110, 2.195, 3.461)
I (-2.415, 0.897, -0.958)
H (0.265, 0.538, 3.218)
H (1.497, -1.140, 1.820)
H (-4.154, -1.121, -0.225)
C (0.172, -1.689, -1.377)
C (-0.212, 1.428, 2.762)
O (1.417, 1.975, -0.919)
H (0.869, 1.050, -2.682)
H (2.392, 1.811, -2.661)
C (0.902, -0.826, -0.307)
O (0.310, 1.775, 1.448)
Si (0.464, 1.042, 0.048)
H (-2.564, -1.459, 0.407)
C (-3.384, -0.650, 0.480)

Atoms 1-2, force components in eV/Å:
C -1.32 -2.29 -1.93
H -0.72 0.68 0.17

Atomic partial charges in e from the natural (NBO) method, atoms 1 to 2: atom 1 (C): -0.245, atom 2 (H): 0.217

---

Entry 8:
The following is a DFT calculation (ωB97M-V/def2-TZVPD) of a cluster of 2 separate species, C4H12 in total.

Calculated values
ΔE to the lowest compared entry with this formula, charge and spin ... 8.5 kJ/mol
Kohn-Sham gap ... 12.7959 eV

Atoms and positions in Å:
C (0.622, -0.506, 2.289)
H (-0.138, -1.394, 0.457)
C (-0.572, 1.029, -1.358)
H (1.404, -0.028, 1.690)
H (0.965, -0.394, -1.842)
H (-1.350, 0.316, -1.096)
C (0.453, 0.445, -2.321)
H (-1.111, -1.709, 1.898)
H (0.291, 0.182, 3.062)
H (1.235, 1.165, -2.558)
C (-0.523, -0.950, 1.375)
H (-1.052, 1.924, -1.760)
H (-0.087, 1.354, -0.435)
H (-1.207, -0.146, 1.129)
H (1.112, -1.388, 2.697)
H (-0.041, 0.099, -3.227)

Atoms 1-2, force components in eV/Å:
C 0.27 -0.08 -0.91
H -0.08 0.02 -0.04

Atomic partial charges in e from the natural (NBO) method, atoms 1 to 2: atom 1 (C): -0.607, atom 2 (H): 0.201

---

Number 1: energy -81673.3122 eV. Number 2: energy -213633.9292 eV. Number 3: energy -31005.8437 eV. Number 4: energy -16029.9314 eV. Number 5: energy -63982.9738 eV. Number 6: energy -13843.1158 eV. Number 7: energy -26535.7944 eV. Number 8: energy -4342.4399 eV.